{
  "formula": "C32H41FN4O10SbSiTc",
  "method": "ωB97M-V/def2-TZVPD",
  "charge": 1,
  "lumo_energy_ev": [-3.33, -6.55],
  "max_force_ha_per_bohr": 0.0420,
  "multiplicity": 4,
  "s_squared": 3.76,
  "e_above_lowest_kcal_mol": 4.7,
  "energy_ev": -79602.33882,
  "symbols": ["H", "N", "H", "C", "H", "C", "C", "O", "C", "H", "C", "C", "O", "H", "H", "C", "C", "H", "H", "H", "H", "H", "H", "C", "H", "C", "C", "C", "O", "H", "Tc", "H", "C", "H", "C", "O", "C", "C", "C", "H", "H", "H", "H", "Si", "O", "H", "C", "H", "N", "H", "H", "C", "C", "C", "Sb", "C", "H", "C", "H", "C", "C", "H", "O", "C", "H", "C", "H", "H", "C", "C", "C", "H", "O", "H", "O", "H", "F", "C", "H", "H", "H", "H", "H", "O", "C", "H", "N", "H", "O", "H", "N"],
  "xyz": [[-3.349748, -1.315308, 4.589553], [2.040071, -8.069117, -0.163694], [-0.777709, 2.893327, -2.431247], [-2.662048, 3.191596, -3.404872], [0.763965, 3.285099, -1.160466], [1.886674, -4.504580, -1.244077], [0.420243, 1.644984, 4.266176], [2.302909, -9.121963, -0.692579], [2.502787, -5.844397, -3.103145], [-4.672400, 2.744450, -1.533962], [2.453109, -6.995553, -2.341038], [-1.254704, 1.102503, -3.510108], [4.859465, 5.388425, -2.301889], [0.917263, -1.491331, 5.328217], [-6.004391, 0.730637, -2.197248], [-1.591129, -1.339912, 1.272719], [1.793528, 2.963508, -1.137040], [2.497181, -0.738273, 5.500708], [-4.772365, -0.321147, -1.503165], [2.672788, -7.963501, -2.766342], [-3.570780, 2.641170, -3.659230], [-0.493228, 0.495345, -3.014048], [3.359744, 1.582189, 3.811070], [-1.868298, 3.212005, 0.626209], [-2.233420, 3.547881, -4.347169], [-2.228090, 4.603675, 0.112367], [-2.849940, -1.321929, 3.630369], [-1.532523, -0.903110, 3.562243], [1.088623, 0.861358, -0.405225], [-1.908191, 5.380470, 0.815579], [1.145699, -0.981787, 0.321841], [0.840355, 1.893633, 5.244777], [3.011334, 0.963086, 2.978969], [-2.237076, 1.934889, 2.358361], [4.139945, 3.390190, -1.445271], [3.112907, -0.837535, 0.480897], [2.078783, 1.651164, -0.702661], [3.447721, 1.263636, -0.600421], [1.822220, -5.634393, -0.436790], [1.557513, -5.568848, 0.608370], [2.903970, 1.628584, 2.119560], [2.237159, -1.970332, 4.265466], [-3.355185, -2.110302, 0.362450], [1.393631, 0.227964, 3.540307], [1.630916, -2.117771, -1.370516], [0.533214, 2.526504, 3.629186], [-3.533018, -1.758150, 2.501609], [-4.398920, 0.661873, -2.919227], [5.208462, 4.321217, -1.852379], [4.920739, -0.144201, 0.044211], [2.585356, 4.817311, -1.842407], [1.588008, -3.188091, -0.670816], [4.475906, 2.156898, -0.997301], [-4.514142, 1.782948, -1.037225], [-2.375583, 1.603656, -0.738214], [2.107734, -6.853291, -1.011288], [3.782701, 0.219164, 2.778882], [-0.836241, -0.888809, 2.340961], [2.276106, -3.721644, -3.222368], [1.776417, -1.118401, 4.772644], [3.851326, 0.057766, -0.021784], [-1.761507, 4.825491, -0.850350], [3.120990, -7.061995, -4.953767], [-4.937136, 0.655379, -1.969039], [-4.560109, -2.087595, 2.571052], [-2.454984, 2.946416, 2.005754], [-5.123138, 2.628363, 0.880779], [-0.847204, 1.429395, -4.471485], [-5.301832, 1.749218, 0.264990], [2.800598, 3.812491, -1.505435], [-2.884036, -1.775470, 1.276352], [5.517948, 1.872712, -0.931580], [6.344555, 3.905425, -1.816358], [-3.309170, 4.709081, -0.007331], [1.735580, -7.909941, 0.996412], [-2.951158, 4.069702, -2.825004], [-0.888376, -1.353216, 0.038985], [-1.665455, 2.304232, -2.667721], [-2.040027, 3.648191, 2.736049], [-1.039329, -0.593904, 4.468029], [-0.644661, 1.467238, 4.397086], [-6.374862, 1.717617, 0.052650], [-0.779433, 3.107155, 0.681505], [2.917667, -4.928563, -5.171702], [2.227000, -4.596018, -2.589826], [-3.535243, 3.079952, 2.015297], [2.867579, -5.957558, -4.536548], [-2.109078, 0.455815, -3.724674], [1.270782, -3.048691, 0.559098], [-5.060711, 0.862062, 0.861049], [0.497420, -0.478389, 2.137225]],
  "atomic_forces_ev_per_a": [[0.0, 0.0, 0.0], [0.1, 0.2, -0.1], [0.0, -0.1, 0.1], [-0.4, 0.0, 0.3], [0.0, 0.0, 0.0], [0.0, -0.1, -0.1], [0.0, 0.2, 0.1], [0.0, -0.2, -0.1], [0.0, -0.1, -0.1], [0.4, 0.1, 0.0], [0.0, 0.0, 0.0], [0.2, -0.2, -0.1], [0.0, 0.4, 0.2], [-0.1, 0.0, 0.0], [0.1, 0.0, 0.0], [0.1, 0.1, -0.4], [0.3, 0.0, -0.1], [0.0, 0.0, 0.0], [-0.1, 0.1, 0.0], [0.0, 0.0, 0.0], [0.0, 0.1, 0.0], [0.0, 0.0, 0.0], [0.1, 0.0, 0.0], [0.6, 0.0, 0.6], [0.1, -0.1, 0.1], [-0.2, -0.2, -0.6], [0.0, 0.0, 0.0], [-0.2, -0.1, 0.0], [-0.4, 0.4, -0.2], [0.1, -0.3, 0.1], [0.6, 0.0, 0.3], [0.0, 0.1, 0.0], [0.0, 0.1, 0.0], [0.0, 0.0, 0.0], [-0.1, 0.5, 0.1], [1.0, 1.1, -0.4], [0.1, -0.1, 0.1], [-0.2, 1.0, -0.4], [0.0, 0.1, -0.1], [0.0, 0.0, 0.0], [0.0, 0.0, 0.0], [0.0, 0.1, 0.0], [0.0, -0.1, 0.0], [-0.3, -0.6, -0.8], [0.3, -1.4, -0.5], [0.0, 0.0, 0.0], [-0.4, 0.0, 0.0], [0.0, 0.0, 0.0], [-0.3, -0.6, -0.7], [0.1, 0.0, 0.0], [0.0, 0.0, 0.0], [-0.1, 1.1, -0.3], [-0.4, -0.4, 0.2], [-0.4, -0.6, 0.2], [-0.4, 1.5, -0.3], [0.0, -0.2, 0.0], [-0.1, 0.0, 0.0], [1.2, 0.6, 0.2], [0.0, 0.0, 0.1], [0.1, 0.1, 0.1], [-0.2, -2.0, 0.9], [0.0, 0.0, 0.0], [-0.1, -0.1, -0.1], [-0.1, -0.2, -0.2], [0.0, 0.0, 0.0], [0.0, -0.2, 0.2], [0.0, 0.0, 0.0], [0.0, 0.0, 0.1], [0.0, -0.1, 0.2], [0.1, 0.1, 0.0], [-0.2, 0.1, 0.0], [0.0, 0.0, 0.0], [0.2, 0.1, 0.3], [0.0, 0.0, 0.0], [-0.1, 0.0, 0.1], [0.0, 0.0, 0.0], [-0.8, -0.1, -0.1], [0.5, -0.2, -0.4], [0.0, 0.0, -0.1], [0.1, 0.0, 0.0], [0.0, 0.0, 0.0], [0.1, 0.0, -0.1], [0.0, 0.0, 0.0], [-0.1, 0.1, -0.1], [0.0, -0.1, 0.1], [0.0, 0.0, 0.0], [0.2, 0.0, 0.3], [0.0, 0.0, 0.0], [0.0, -0.2, -0.1], [-0.1, 0.1, -0.1], [-0.8, 0.2, 1.4]],
  "mulliken_spin": [-0.0001, 0.0000, -0.0062, 0.0257, 0.0097, 0.0009, 0.0080, -0.0001, 0.0006, 0.0057, 0.0009, 0.0277, 0.0003, 0.0000, 0.0031, 0.0634, 0.0024, -0.0001, -0.0018, 0.0000, 0.0011, 0.0103, 0.0004, 0.0907, 0.0090, 0.0183, 0.0029, 0.0119, 0.0396, 0.0128, 1.8400, -0.0003, 0.0025, -0.0179, 0.0082, 0.0211, -0.0119, 0.0158, 0.0032, 0.0012, -0.0014, 0.0002, -0.0032, -0.0011, 0.0091, 0.0004, 0.0197, -0.0003, -0.0005, 0.0025, -0.0003, 0.0154, -0.0088, 0.1075, 0.4187, -0.0002, -0.0003, -0.0181, 0.0009, 0.0012, -0.0049, -0.0016, 0.0000, 0.0345, 0.0013, 0.0479, 0.0004, -0.0016, 0.0158, -0.0053, -0.0213, 0.0000, 0.0021, -0.0025, 0.0000, -0.0054, 0.0569, 0.0932, 0.0005, 0.0049, 0.0011, 0.0055, -0.0128, -0.0001, -0.0007, 0.0028, 0.0000, 0.0038, -0.0123, -0.0031, 0.0603]
}